Record 1
The following is a DFT calculation (wB97M-V/def2-TZVPD) of C45H56N7ORe as an isolated structure.

Geometry as XYZ:
```
110
Properties=species:S:1:pos:R:3:forces:R:3
Re 0.142293 0.177523 -0.180176 0.46 -0.23 -0.04
O 1.354405 -0.214445 -1.682329 0.01 0.01 -0.13
N 1.855365 0.936123 1.002153 -0.10 0.06 0.10
N 0.341143 -1.267486 1.017806 -0.15 -0.07 -0.25
N 3.013086 -0.960593 -3.087975 0.17 -0.05 0.09
N 3.734356 -2.112585 -3.277148 -0.14 -0.03 -0.17
N -1.173351 1.258670 1.095052 -0.11 0.12 0.04
N -1.461276 -1.095309 -0.988759 -0.08 0.07 0.15
N -0.452519 1.955842 -1.321527 -0.06 -0.01 0.04
C 4.522015 0.948333 -3.196539 0.01 0.05 0.02
C -0.022746 -3.731311 1.249428 0.06 -0.05 -0.06
C 2.249576 -2.510514 -1.683317 0.02 -0.05 -0.02
C 4.904596 2.140937 -3.792746 0.01 0.00 0.01
C -2.952885 5.165060 3.745868 0.02 0.01 0.01
C -1.700551 -4.757433 -0.139844 0.03 0.01 0.03
C -0.513868 3.331418 -3.270905 0.00 0.02 0.00
C -0.319427 -2.494694 0.686987 0.02 0.13 0.23
C 2.364348 0.602985 3.431230 0.00 0.01 -0.07
C -1.523741 0.862394 2.334274 -0.03 -0.01 -0.04
C -1.875226 5.466442 -3.422307 -0.01 -0.01 0.00
C 3.398438 0.292476 -3.676337 -0.09 -0.05 -0.02
C 4.164371 2.660040 -4.847990 -0.01 -0.01 0.02
C -2.408210 3.267059 1.486573 0.00 -0.01 -0.05
C -2.836215 -0.592440 -0.703220 -0.02 0.00 0.01
C 0.808859 -1.705813 3.439828 0.03 -0.05 -0.07
C -1.753015 3.960002 -1.355852 0.02 -0.01 0.03
C -0.714512 -4.858964 0.831196 -0.03 0.01 -0.03
C -1.968073 -3.529666 -0.730960 0.01 0.02 -0.02
C -1.276418 2.828362 -0.711624 0.00 0.01 -0.06
C -0.658501 6.290710 -3.872421 0.02 -0.01 0.00
C -2.783975 6.346186 -2.565174 0.00 0.00 0.00
C -1.380984 4.245932 -2.664475 0.00 0.01 -0.03
C -1.327072 -1.235497 -2.467635 -0.07 -0.02 -0.02
C -2.659827 4.985047 -4.654611 0.00 0.00 0.01
C -2.288757 1.626822 3.185155 0.01 -0.01 0.00
C 3.802594 -4.446132 -2.478720 0.00 0.02 -0.01
C 3.044124 1.987460 -5.320039 0.00 0.02 -0.01
C 1.823661 2.406485 1.225889 -0.03 0.02 0.00
C 2.122154 -1.189529 -2.095756 0.00 0.09 0.09
C -0.081197 2.221099 -2.587817 0.05 0.00 0.04
C -3.768276 3.209356 5.067739 0.00 0.00 0.00
C -1.264755 -2.406251 -0.336189 -0.05 -0.05 -0.06
C 1.007126 -1.006062 2.252358 -0.10 0.04 0.03
C 3.167346 0.590460 0.380363 0.05 0.03 -0.01
C -4.990948 3.895681 2.997153 0.01 0.01 0.00
C -3.605849 3.776901 3.658153 0.00 -0.03 -0.02
C -2.750594 2.878327 2.782964 -0.04 0.01 0.04
C 2.656054 0.789890 -4.736402 0.00 -0.05 -0.03
C 1.754664 0.177436 2.265672 0.07 0.06 0.09
C 4.695293 -2.262744 -4.371272 0.01 0.03 0.08
C 2.204475 -0.127785 4.601798 -0.04 -0.07 0.02
C 3.267668 -3.058863 -2.458669 0.02 -0.04 0.04
C -1.641848 2.462814 0.668949 0.01 -0.01 0.02
C 1.416615 -1.269566 4.607360 0.05 0.06 -0.01
H 1.812040 0.224791 -5.116144 0.01 0.04 0.01
H 3.511152 -4.958080 -3.397918 0.00 0.00 0.00
H -2.044214 4.381312 -5.322737 0.00 0.01 0.00
H 3.971173 0.887956 1.055065 0.00 0.01 -0.01
H 1.677176 -3.020005 -0.927736 -0.01 0.01 0.00
H -4.301202 2.256666 5.068154 0.00 0.00 0.00
H -5.475062 2.921594 2.910820 0.00 0.00 0.00
H -3.009205 5.849268 -5.219117 0.00 0.00 0.00
H 5.786352 2.659222 -3.441306 0.00 0.00 0.00
H 3.267071 1.117028 -0.567168 -0.01 0.01 0.01
H 0.601436 1.514307 -3.037707 -0.01 0.00 -0.02
H -1.369435 -0.244994 -2.917086 0.00 0.00 0.01
H 4.545467 -1.458570 -5.084759 0.00 -0.01 -0.01
H 3.223911 -0.484677 0.220014 -0.01 0.00 0.01
H -0.384321 -1.716546 -2.707068 0.01 -0.02 -0.01
H -0.481371 -5.819169 1.270508 0.00 0.00 -0.01
H -0.172281 3.480741 -4.285526 0.01 0.00 0.00
H -2.253017 -5.632927 -0.451353 0.00 -0.01 0.01
H -1.953048 5.109216 4.179971 0.00 0.00 0.00
H -2.751392 4.220375 1.114282 0.00 -0.01 -0.01
H 4.474515 3.584676 -5.315538 0.00 0.00 -0.01
H -0.010003 5.729915 -4.546821 0.00 0.00 0.00
H -2.954237 0.387502 -1.164874 0.00 -0.01 0.01
H 2.683990 0.209743 5.510180 -0.01 -0.01 0.01
H 4.516043 -3.215702 -4.862095 0.01 0.00 -0.01
H -3.532608 4.397690 -4.364245 0.00 0.00 0.00
H 4.891083 -4.450585 -2.423045 0.00 0.00 0.01
H -2.521360 1.230592 4.162404 0.01 0.00 0.00
H -3.100793 7.207930 -3.151005 0.00 0.00 0.00
H -1.001779 7.174714 -4.409103 0.00 0.00 0.00
H -4.355286 3.905073 5.665592 0.00 0.00 0.00
H 0.768764 -3.828578 1.977643 -0.02 -0.01 0.00
H -2.721392 -3.466086 -1.505213 0.00 -0.01 0.00
H -2.144313 -1.836541 -2.865107 0.00 0.01 0.00
H 5.712774 -2.224962 -3.987626 0.01 0.01 -0.01
H 1.763403 2.896617 0.255586 0.00 0.00 0.00
H -2.981514 -0.516746 0.371201 -0.02 -0.01 0.00
H -3.580710 -1.273730 -1.115580 0.01 0.00 -0.01
H 2.490653 2.381496 -6.161934 0.00 0.00 0.00
H 5.098823 0.525681 -2.382081 0.00 -0.01 -0.01
H -2.807353 3.079085 5.569908 0.00 0.01 0.00
H -1.178454 -0.108959 2.649884 0.01 -0.02 0.01
H -3.559955 5.804160 4.386234 0.00 0.00 0.00
H -2.426612 4.624763 -0.839121 0.00 0.00 0.01
H -2.882380 5.655314 2.773861 0.00 0.00 0.00
H 0.156719 -2.565551 3.471382 0.00 0.02 0.01
H 3.408659 -5.008772 -1.636806 0.00 0.00 0.00
H -2.269305 6.728121 -1.680576 0.00 0.00 0.00
H -3.689290 5.820413 -2.253557 0.00 0.00 0.00
H 1.261498 -1.820727 5.524537 0.01 0.01 0.01
H 2.960294 1.505063 3.450347 0.00 0.00 -0.01
H 0.953031 2.664329 1.824321 0.01 0.02 0.01
H -0.065046 6.623638 -3.019130 -0.01 0.00 0.00
H -5.626991 4.533693 3.610345 0.00 0.00 0.00
H 2.724386 2.753681 1.731444 0.00 -0.02 0.01
H -4.931593 4.343647 2.003684 -0.01 0.00 0.00
```
Forces are in eV/Å.

Computed properties:
- HOMO energy (alpha / beta): -0.5914 / -0.5778 hartree
- Net charge: +3
- Orbital gap (alpha / beta): 7.037 / 7.108 eV
- Multiplicity: 2


Record 2
The following is a DFT calculation (wB97M-V/def2-TZVPD) of C45H57AuGeN3O3PS as an isolated structure.

Geometry as XYZ:
```
112
Properties=species:S:1:pos:R:3:forces:R:3
Au 0.105339 -0.200755 -0.445143 -0.36 -0.48 0.24
Ge 1.566087 1.569846 1.147543 0.11 0.91 0.04
S 0.077156 -1.293356 -2.743197 0.27 0.08 0.26
P -2.218037 -0.888996 -0.116465 0.27 -0.05 -0.29
O -0.032053 1.608738 -2.131481 -0.08 0.20 -0.09
O 2.416997 -1.747854 -2.531994 -0.12 0.01 0.04
O 1.827660 -1.061392 1.906308 0.08 -0.02 -0.03
N -0.175093 1.315538 -3.371400 0.13 -0.04 0.09
N 3.645156 -2.234199 1.248363 0.06 -0.05 0.00
N 2.088230 -1.385423 -0.311756 0.04 -0.38 0.06
C -0.074533 0.021013 -3.822975 0.00 0.08 -0.26
C 0.813064 4.384080 1.346643 -0.01 -0.09 -0.12
C -4.055563 1.268799 0.351459 -0.04 -0.09 -0.05
C 6.014167 0.343776 0.059903 0.02 0.03 0.18
C -3.254860 -0.098008 -2.656332 -0.01 -0.03 -0.03
C 5.251730 0.917856 4.162681 0.14 -0.01 0.00
C 5.077514 0.672838 -0.868120 -0.17 0.15 0.02
C 2.489291 -1.538469 0.978703 -0.30 0.02 0.01
C 3.800023 1.116295 -0.446165 0.23 0.03 -0.05
C -1.583773 -3.632625 -0.229147 0.01 0.05 0.02
C -5.705857 -1.180557 -1.529565 0.00 -0.04 -0.01
C -2.441748 2.728368 1.621975 -0.04 0.00 0.02
C 4.363269 -2.781507 0.229585 0.00 -0.04 0.05
C -4.441570 -2.041397 -1.442231 0.01 0.04 -0.07
C -1.025277 -2.438431 1.944964 -0.11 0.00 0.01
C -3.105878 -1.284383 -1.678131 -0.13 0.00 0.04
C -2.004874 -2.514496 0.735278 -0.05 -0.05 0.09
C 6.483271 0.363574 3.744825 -0.10 0.04 0.07
C 0.664636 5.708649 0.953554 -0.02 -0.01 0.02
C -4.447727 -0.324645 -3.580150 0.01 -0.02 0.04
C -0.190617 -0.223634 -5.202178 0.02 -0.01 0.12
C 2.782374 -1.920317 -1.336898 -0.07 0.31 -0.21
C 1.401424 5.126481 -1.246432 0.00 -0.02 -0.05
C -0.587744 2.092547 -5.579677 -0.03 0.05 -0.03
C 1.250868 3.398984 0.453203 -0.18 0.21 0.02
C 5.737611 0.495228 1.445824 0.16 -0.05 -0.16
C -5.746140 -0.272976 -2.779241 -0.01 -0.01 0.00
C 3.979049 -2.666823 -1.052557 0.02 -0.05 0.01
C 4.043293 -2.380524 2.648628 0.00 -0.11 -0.11
C 4.477965 0.986864 1.861367 -0.24 0.26 0.05
C -2.945209 1.793374 2.723210 -0.05 -0.01 0.06
C -3.037026 2.392149 0.237369 0.09 -0.04 0.00
C -2.847683 0.308485 2.361213 0.01 0.03 -0.08
C -0.452965 2.327534 -4.238565 0.09 -0.16 0.00
C -0.887088 -4.943198 1.859850 0.01 0.02 0.00
C 6.721650 0.173563 2.415551 -0.07 -0.01 -0.03
C -3.431601 0.003556 0.951067 0.16 0.09 0.09
C 0.907424 1.475737 2.976878 0.03 -0.15 0.13
C 0.949258 6.082697 -0.348614 0.02 -0.01 0.02
C 3.469238 1.271960 0.878753 0.37 -0.46 -0.26
C -1.583405 -4.988138 0.484567 -0.03 0.00 0.01
C -0.445429 0.796969 -6.080760 0.02 0.03 -0.03
C 4.285129 1.222456 3.247905 -0.04 0.02 -0.07
C -0.099164 -3.649994 2.024136 -0.01 -0.04 -0.05
C 1.541970 3.804407 -0.853201 0.09 -0.02 0.17
H -2.688348 3.755181 1.896052 0.03 0.00 0.01
H -4.344969 -1.291585 -4.082501 0.01 0.00 -0.01
H 7.239835 0.114471 4.476574 0.01 0.02 0.02
H 0.594820 4.135706 2.375182 -0.06 -0.04 0.06
H -0.075504 -1.243447 -5.539918 -0.02 -0.02 0.00
H -4.461593 0.432493 -4.365552 -0.01 0.02 0.00
H 6.988693 -0.022187 -0.240304 0.02 -0.01 0.01
H 4.908826 -3.037383 2.684894 0.00 0.02 0.03
H 5.255468 -3.317557 0.522610 0.01 0.01 0.00
H -3.003339 -2.756949 1.117437 0.01 -0.07 -0.02
H 7.674997 -0.214222 2.077576 0.02 0.00 -0.01
H -2.422611 -1.985872 -2.162330 -0.04 -0.02 0.02
H -3.983535 2.037699 2.958695 0.01 -0.01 0.03
H -0.410986 -1.538535 1.918318 0.04 0.00 -0.04
H -3.380278 0.854971 -2.144088 0.01 0.03 0.03
H -4.534243 1.061068 -0.600645 0.03 0.01 -0.02
H -5.812839 -0.582941 -0.623098 0.02 0.00 -0.02
H -1.108064 -5.724453 -0.165073 0.02 0.01 -0.01
H -2.236638 2.087037 -0.447685 0.00 0.01 0.01
H -1.612474 -2.383829 2.864664 0.00 0.00 0.00
H 3.054590 1.305328 -1.211005 -0.02 -0.05 -0.04
H -3.494713 3.272923 -0.213671 -0.06 0.00 0.03
H -0.797928 2.928537 -6.231000 0.00 -0.01 -0.01
H -0.233301 -5.806911 1.981185 0.00 -0.01 0.01
H 1.657983 5.418154 -2.257961 -0.01 -0.03 0.00
H -4.201896 -0.771958 1.026098 -0.08 0.08 0.11
H 0.669143 -3.588412 1.245776 -0.01 0.03 0.04
H -2.258812 -3.700725 -1.080475 -0.03 0.01 -0.02
H -5.915651 0.763082 -2.474123 -0.02 0.00 0.00
H 3.223730 -2.814065 3.217015 -0.01 -0.02 0.00
H 0.996367 2.438071 3.477016 0.04 0.03 0.04
H 5.292944 0.578576 -1.924547 -0.03 -0.02 -0.02
H -1.807164 -0.009466 2.422960 0.05 0.07 -0.03
H 5.083582 1.121772 5.211659 0.00 -0.02 0.02
H -4.864161 1.571580 1.022306 -0.02 -0.01 -0.03
H -0.528725 3.292117 -3.761079 0.00 0.01 0.00
H 0.835504 7.113375 -0.657449 0.01 0.01 -0.01
H -0.533166 0.599610 -7.139106 0.00 0.01 -0.01
H -6.589140 -0.542722 -3.415437 0.01 -0.01 -0.01
H -4.434761 -2.564967 -0.485058 0.02 -0.03 0.01
H -1.356958 2.689497 1.566222 0.15 -0.05 0.01
H -6.562316 -1.855617 -1.534645 -0.01 0.00 0.02
H -2.341904 -0.006402 -3.240040 -0.08 -0.02 0.02
H 1.905949 3.089173 -1.572573 -0.01 -0.09 -0.09
H 0.331899 6.449195 1.669558 0.00 -0.01 0.02
H -1.631438 -5.006969 2.657735 0.00 0.01 0.01
H 4.544293 -3.097234 -1.862218 0.00 0.00 -0.01
H 3.367377 1.685911 3.579615 -0.01 -0.05 0.00
H 0.424481 -3.626908 2.980455 0.02 0.00 0.00
H -0.134256 1.175905 2.992572 -0.16 -0.01 0.01
H -2.384657 1.966024 3.644346 0.00 0.02 -0.01
H -3.379353 -0.282604 3.108791 0.01 -0.01 0.00
H 1.485090 0.722078 3.504597 -0.08 0.00 0.02
H 4.293487 -1.414109 3.075978 0.01 0.05 0.00
H -2.620106 -5.312020 0.603451 0.01 -0.02 -0.01
H -4.503260 -2.830820 -2.195335 0.00 0.03 -0.03
H -0.589897 -3.408921 -0.631353 0.00 0.00 0.01
```
Forces are in eV/Å.

Computed properties:
- HOMO energy (alpha / beta): -0.3428 / -0.3739 hartree
- Net charge: +1
- Orbital gap (alpha / beta): 7.013 / 4.778 eV
- Multiplicity: 4


The evaluated relative energy (zero: lowest compared OMol25 entry of this formula, charge and spin) for the records listed, in turn: 0.000, 0.840 eV.
The evaluated calculated total energy for the records listed, in turn: -62162.2841, -138527.8651 eV.